# 1
# C38H79B3O9

6 unconnected molecules or ions with the total composition C38H79B3O9 (the ωB97M-V functional and the def2-TZVPD basis, OMol25).

```
! wB97M-V def2-TZVPD RIJCOSX def2/J DEFGRID3
* xyz 0 1
C -3.211 -5.010 -2.514
C -1.991 -5.630 -3.449
C -2.157 -7.223 -3.801
C -2.612 -8.171 -2.544
C -1.899 -7.822 -1.110
C -0.274 -7.618 -1.170
C 0.526 -8.671 -2.139
C 2.133 -8.671 -1.677
C 2.623 -7.109 -1.767
C 4.153 -6.889 -2.314
C 4.797 -5.493 -1.745
C 3.858 -4.163 -1.933
C 4.369 -3.079 -0.765
C 4.287 -1.516 -1.253
B 2.723 -1.008 -1.582
O 1.610 -1.159 -0.578
B 0.566 -0.146 -0.857
C -0.044 0.933 0.244
C -0.232 2.463 -0.390
C 1.186 3.278 -0.249
C 1.971 3.387 -1.684
C 0.884 4.798 0.286
O -0.013 -0.116 -2.214
B 1.100 -0.101 -3.184
O 0.762 0.196 -4.620
C 1.324 -0.999 -5.332
C 0.481 -1.133 -6.734
C -0.577 -2.403 -6.513
C -1.544 -2.130 -5.177
O 2.522 -0.379 -2.902
H -3.374 -3.897 -2.909
H -4.237 -5.558 -2.644
H -2.861 -4.894 -1.391
H -0.913 -5.335 -3.035
H -2.076 -5.053 -4.491
H -3.038 -7.293 -4.604
H -1.197 -7.634 -4.371
H -2.402 -9.319 -2.777
H -3.787 -8.072 -2.418
H -2.093 -8.750 -0.391
H -2.460 -6.916 -0.621
H 0.129 -7.814 -0.063
H -0.071 -6.486 -1.386
H 0.536 -8.383 -3.278
H 0.152 -9.772 -1.980
H 2.230 -9.020 -0.544
H 2.770 -9.373 -2.376
H 2.507 -6.495 -0.771
H 1.908 -6.583 -2.566
H 4.787 -7.859 -2.031
H 4.085 -6.919 -3.505
H 5.116 -5.702 -0.617
H 5.782 -5.296 -2.390
H 2.717 -4.322 -1.727
H 3.939 -3.699 -3.024
H 5.490 -3.377 -0.535
H 3.765 -3.313 0.224
H 5.002 -1.396 -2.176
H 4.672 -0.849 -0.369
H 0.609 1.032 1.212
H -1.130 0.607 0.587
H -1.107 3.059 0.157
H -0.569 2.377 -1.518
H 1.868 2.657 0.479
H 1.262 3.829 -2.513
H 2.856 4.165 -1.562
H 2.413 2.338 -1.957
H 1.192 4.815 1.437
H -0.241 5.119 0.248
H 1.557 5.551 -0.339
H 2.483 -0.864 -5.470
H 1.172 -1.899 -4.582
H -0.186 -0.153 -6.867
H 1.174 -1.278 -7.681
H -1.199 -2.484 -7.507
H 0.111 -3.340 -6.303
H -2.456 -2.881 -5.124
H -0.941 -2.266 -4.159
H -1.930 -1.019 -5.267
C -4.572 2.846 1.024
C -3.586 3.510 1.948
O -2.385 3.246 1.896
C -4.125 4.507 2.938
H -4.041 2.151 0.365
H -5.306 2.284 1.607
H -5.070 3.600 0.409
H -4.839 4.019 3.606
H -4.603 5.335 2.408
H -3.300 4.905 3.538
C -7.562 7.320 5.671
C -6.606 6.160 5.592
O -6.533 5.460 4.583
C -5.742 5.889 6.794
H -8.120 7.395 4.731
H -8.271 7.161 6.487
H -7.007 8.249 5.824
H -6.370 5.667 7.661
H -5.106 6.755 6.997
H -5.102 5.023 6.594
C 6.294 3.463 -1.686
C 5.946 3.950 -3.068
O 5.960 5.149 -3.344
C 5.582 2.914 -4.097
H 6.536 4.320 -1.049
H 5.441 2.935 -1.253
H 7.165 2.805 -1.733
H 4.697 2.362 -3.772
H 6.421 2.232 -4.252
H 5.355 3.411 -5.047
C 3.082 0.890 3.644
C 4.138 1.737 2.986
O 4.821 1.301 2.061
C 4.325 3.139 3.502
H 3.059 -0.096 3.169
H 3.316 0.762 4.704
H 2.102 1.359 3.525
H 4.614 3.111 4.556
H 3.400 3.708 3.377
H 5.120 3.632 2.933
C -5.762 7.639 10.132
C -4.706 8.486 9.473
O -4.022 8.050 8.548
C -4.519 9.887 9.990
H -5.785 6.653 9.656
H -5.528 7.511 11.191
H -6.742 8.107 10.012
H -4.230 9.860 11.043
H -5.444 10.456 9.864
H -3.724 10.381 9.421
*
```

The HOMO-LUMO gap comes out at 9.76 eV. The lowest unoccupied orbital energy comes out at 0.455 eV. Its SMILES is CCCCCCCCCCCCCCB1OB(CCC(C)C)OB(OCCCC)O1.CC(C)=O.CC(C)=O.CC(C)=O.CC(C)=O.CC(C)=O. For the HOMO energy, the calculation gives -9.30 eV. The energy above the lowest of the compared OMol25 structures with the same formula, charge and spin comes out at 286.52 kcal per mole.

***

# 2
# C6H14NS

A molecular structure, C6H14NS (the ωB97M-V functional and the def2-TZVPD basis, OMol25).

```
! wB97M-V def2-TZVPD RIJCOSX def2/J DEFGRID3
* xyz 1 1
C -2.702 -1.240 -0.840
C 2.037 -0.026 -1.638
C 2.311 0.894 0.663
C -2.363 0.950 -0.055
C 0.005 -0.692 1.740
C 1.558 -0.041 -0.253
N -1.998 -0.441 -0.201
S 0.266 -1.058 0.002
H -2.200 -2.091 -1.090
H -3.767 -0.862 -1.224
H 1.284 -0.098 -2.472
H 2.650 0.792 -1.936
H 2.719 -0.974 -1.650
H 2.686 1.646 0.132
H 1.856 1.221 1.463
H 3.126 0.372 1.125
H -2.838 1.031 0.834
H -3.030 1.170 -0.895
H -1.302 1.535 0.019
H -0.948 -1.239 2.193
H -0.252 0.314 1.765
H 0.902 -1.164 2.319
*
```

The HOMO-LUMO gap comes out at 8.62 eV. The lowest unoccupied orbital energy comes out at -4.376 eV. For the HOMO energy, the calculation gives -12.99 eV. The energy above the lowest of the compared OMol25 structures with the same formula, charge and spin comes out at 92.56 kcal per mole.

***

# 3
# C4H8N2O2

C4H8N2O2 in the gas phase (the ωB97M-V functional and the def2-TZVPD basis, OMol25).

```
! wB97M-V def2-TZVPD RIJCOSX def2/J DEFGRID3
* xyz 0 1
C -2.237 -0.764 -0.223
C -0.755 0.892 0.383
C 0.215 1.776 0.315
C 1.941 0.563 -0.493
H -2.218 -1.815 -0.785
H -2.675 -0.803 0.934
H -3.087 0.044 -0.733
H -1.837 1.199 0.716
H 0.110 2.632 0.975
H 2.788 0.309 -1.204
H 3.138 -1.107 0.273
H 0.606 -1.857 0.332
N 1.262 1.578 -0.572
N 2.084 -0.594 0.497
O -0.768 -0.233 -0.426
O 1.433 -1.819 0.011
*
```

The HOMO-LUMO gap comes out at 9.37 eV. The lowest unoccupied orbital energy comes out at 0.760 eV. Its SMILES is CO/C=C\N=C/NO. For the HOMO energy, the calculation gives -8.61 eV. The energy above the lowest of the compared OMol25 structures with the same formula, charge and spin comes out at 185.07 kcal per mole.

***

# 4
# C6H9N

C6H9N in the gas phase (the ωB97M-V functional and the def2-TZVPD basis, OMol25).

```
! wB97M-V def2-TZVPD RIJCOSX def2/J DEFGRID3
* xyz 0 1
C 1.690 -0.639 -0.163
C 0.466 0.181 -0.411
C -0.833 -0.514 -0.740
C -1.450 -1.228 0.385
C -1.938 -1.816 1.316
C -0.257 1.987 0.405
N 0.588 1.514 -0.555
H 1.483 -1.709 -0.221
H 2.108 -0.438 0.831
H 2.479 -0.389 -0.888
H -0.646 -1.247 -1.544
H -1.536 0.231 -1.127
H -2.371 -2.327 2.147
H -1.009 2.740 0.181
H -0.116 1.650 1.422
H 1.342 2.002 -1.038
*
```

The HOMO-LUMO gap (spin up / spin down) comes out at 8.12 / 8.12 eV. The lowest unoccupied orbital energy (spin up / spin down) comes out at 0.863 / 0.863 eV. For the HOMO energy (spin up / spin down), the calculation gives -7.26 / -7.26 eV. The energy above the lowest of the compared OMol25 structures with the same formula, charge and spin comes out at 119.82 kcal per mole.

***

# 5
# C4H9NO2

C4H9NO2 in the gas phase (the ωB97M-V functional and the def2-TZVPD basis, OMol25).

```
! wB97M-V def2-TZVPD RIJCOSX def2/J DEFGRID3
* xyz 0 1
O -2.353 -0.177 -1.344
C -1.152 -0.217 -1.345
O -0.452 -0.823 -2.324
C -0.262 0.438 -0.301
C 0.538 -0.638 0.411
C 1.671 -0.043 1.251
N -0.985 1.258 0.618
H -1.119 -1.188 -2.927
H 0.401 1.080 -0.899
H 0.942 -1.388 -0.251
H -0.155 -1.086 1.131
H 1.369 0.869 1.756
H 2.141 -0.746 1.932
H 2.508 0.265 0.608
H -1.840 1.623 0.220
H -1.250 0.773 1.464
*
```

The HOMO-LUMO gap comes out at 10.35 eV. The lowest unoccupied orbital energy comes out at 0.779 eV. Its SMILES is CC[C@H](N)C(=O)O. For the HOMO energy, the calculation gives -9.57 eV. The energy above the lowest of the compared OMol25 structures with the same formula, charge and spin comes out at 12.19 kcal per mole.

***

# 6
# C32H28B4CdN4O32

A molecular structure, C32H28B4CdN4O32 (the ωB97M-V functional and the def2-TZVPD basis, OMol25).

```
! wB97M-V def2-TZVPD RIJCOSX def2/J DEFGRID3
* xyz -2 1
Cd 10.967 -9.729 -20.963
O 2.899 -8.490 -18.468
C 3.991 -8.261 -18.958
O 4.602 -8.953 -19.882
B 5.804 -8.172 -20.311
O 5.838 -6.967 -19.432
C 4.796 -6.954 -18.666
O 4.602 -6.114 -17.799
O 5.656 -7.897 -21.765
C 6.792 -8.318 -22.360
O 7.217 -8.023 -23.456
C 7.612 -9.049 -21.276
O 6.961 -9.032 -20.160
O 8.784 -9.419 -21.323
O 18.067 -6.062 -18.314
C 16.902 -6.396 -18.037
O 15.895 -6.635 -18.851
B 14.615 -6.606 -18.124
O 15.007 -6.552 -16.699
C 16.298 -6.447 -16.613
O 16.941 -6.255 -15.575
O 13.689 -7.674 -18.364
C 12.600 -7.211 -18.986
O 11.644 -7.886 -19.380
C 12.710 -5.666 -19.059
O 13.898 -5.370 -18.581
O 11.850 -4.941 -19.517
O 19.435 -8.450 -20.464
C 18.462 -8.852 -21.052
O 17.464 -8.203 -21.541
B 16.496 -9.098 -22.168
O 17.137 -10.411 -22.135
C 18.263 -10.317 -21.433
O 18.989 -11.245 -21.160
O 16.084 -8.592 -23.493
C 14.819 -8.344 -23.510
O 14.130 -7.952 -24.456
C 14.273 -8.653 -22.048
O 15.264 -9.094 -21.340
O 13.068 -8.688 -21.729
O 8.065 -12.186 -18.194
C 8.103 -11.111 -17.591
O 7.388 -10.719 -16.548
B 7.795 -9.318 -16.130
O 8.961 -9.020 -16.999
C 9.144 -10.044 -17.823
O 9.880 -10.013 -18.843
O 8.181 -9.276 -14.702
C 7.565 -8.284 -14.082
O 7.704 -8.000 -12.892
C 6.611 -7.658 -15.084
O 6.736 -8.344 -16.274
O 5.823 -6.711 -14.950
C 8.234 -16.669 -21.091
C 9.102 -15.401 -21.320
C 9.038 -14.311 -20.275
C 9.543 -12.976 -20.685
N 9.951 -11.952 -21.017
H 8.410 -17.315 -21.952
H 7.152 -16.537 -21.116
H 8.459 -17.221 -20.179
H 8.821 -14.883 -22.238
H 10.148 -15.643 -21.507
H 9.734 -14.614 -19.491
H 8.051 -14.110 -19.859
C 10.783 -8.200 -27.716
C 10.736 -8.352 -26.166
C 11.459 -9.643 -25.690
C 11.237 -9.870 -24.250
N 11.134 -10.094 -23.121
H 11.805 -8.082 -28.078
H 10.245 -7.279 -27.941
H 10.357 -9.065 -28.224
H 9.700 -8.349 -25.828
H 11.220 -7.476 -25.732
H 12.517 -9.671 -25.952
H 11.036 -10.548 -26.128
C 15.948 -10.197 -18.214
C 15.636 -11.702 -18.299
C 14.828 -12.088 -19.527
C 13.549 -11.380 -19.621
N 12.546 -10.822 -19.722
H 16.621 -10.000 -17.379
H 15.067 -9.565 -18.103
H 16.433 -9.756 -19.086
H 15.072 -12.014 -17.419
H 16.533 -12.320 -18.254
H 14.665 -13.164 -19.476
H 15.328 -11.867 -20.471
C 12.564 -4.763 -24.228
C 12.026 -4.359 -22.872
C 10.562 -4.845 -22.625
C 10.429 -6.298 -22.265
N 10.316 -7.423 -21.941
H 12.336 -5.806 -24.448
H 13.652 -4.688 -24.238
H 12.155 -4.071 -24.965
H 11.919 -3.274 -22.836
H 12.615 -4.604 -21.988
H 9.947 -4.481 -23.447
H 10.218 -4.283 -21.756
*
```

The HOMO-LUMO gap comes out at 8.53 eV. The lowest unoccupied orbital energy comes out at 3.058 eV. For the HOMO energy, the calculation gives -5.47 eV.

***

Number 1: energy -61141.49810 eV. Number 2: energy -18764.07338 eV. Number 3: energy -11346.08734 eV. Number 4: energy -7852.96380 eV. Number 5: energy -9879.53191 eV. Number 6: energy -112414.32485 eV.